Record 1
# C33H33BBrCaN4O9

C33H33BBrCaN4O9 as an isolated structure at a distorted geometry (the ωB97M-V functional and the def2-TZVPD basis, OMol25).

Each line ends with the Mulliken charge.
Geometry (Å):
Ca1 -0.6350 -0.3839 -1.4266  2.070
C1 4.4286 -1.5031 -3.6949  -1.843
C2 3.8207 -1.2400 -2.3212  1.806
C3 4.5886 -2.0439 -1.2707  -2.119
O1 2.4657 -1.7196 -2.3148  -0.700
B1 1.6020 -0.8000 -1.7168  0.258
O2 2.3457 0.3428 -1.4008  -0.567
C4 3.6695 0.2718 -1.9611  1.992
C5 4.6623 0.7897 -0.9280  -2.075
C6 3.6809 1.2026 -3.1762  -1.751
H1 4.5739 -2.5758 -3.8288  0.454
H2 5.3954 -1.0056 -3.7992  0.336
H3 3.7564 -1.1589 -4.4790  0.305
H4 4.4883 -3.1016 -1.5158  0.544
H5 4.1664 -1.8907 -0.2773  0.263
H6 5.6495 -1.7826 -1.2576  0.346
H7 4.5586 0.2602 0.0181  0.352
H8 4.4510 1.8439 -0.7443  0.483
H9 5.6889 0.6886 -1.2876  0.368
H10 2.9829 0.8553 -3.9384  0.022
H11 4.6790 1.2944 -3.6096  0.347
H12 3.3428 2.1862 -2.8475  0.559
C7 0.3088 5.1634 4.1182  -1.437
C8 -0.5136 3.9746 4.5401  0.840
C9 -1.4059 3.3654 3.6678  -0.955
C10 -2.1832 2.2860 4.0612  -0.199
C11 -2.0661 1.7747 5.3484  0.314
N1 -2.8308 0.6875 5.8308  -0.065
C12 -3.6429 -0.1989 5.1534  0.269
O3 -4.6704 -0.6114 5.6607  -0.695
N2 -3.2722 -0.5744 3.8807  -0.010
C13 -2.0008 -0.7683 3.3186  -0.051
C14 -0.8266 -0.9069 4.0511  -0.290
C15 0.3660 -1.0971 3.3705  -0.996
C16 0.3557 -1.1508 1.9886  -0.350
N3 -0.7704 -1.0462 1.2860  0.326
C17 -1.9164 -0.8628 1.9290  -0.551
C18 -1.1700 2.3757 6.2299  -0.493
C19 -0.4114 3.4614 5.8301  -0.682
H13 0.1559 5.3871 3.0638  0.356
H14 1.3721 4.9786 4.2805  0.332
H15 0.0340 6.0465 4.6988  0.321
H16 -1.5054 3.7362 2.6546  0.375
H17 -2.8806 1.8551 3.3579  0.552
H18 -3.0991 0.7588 6.7981  0.250
H19 -4.0388 -0.9483 3.3428  0.229
H20 -0.8376 -0.8822 5.1305  0.510
H21 1.2931 -1.2025 3.9170  0.424
H22 1.2656 -1.2764 1.4120  0.266
H23 -2.8085 -0.7744 1.3135  0.658
H24 -1.0675 1.9816 7.2353  0.385
H25 0.2813 3.9138 6.5310  0.361
O4 -1.0270 3.8625 -1.8120  -0.766
C20 -0.8495 2.6713 -2.0508  0.002
O5 -1.0107 1.6830 -1.2697  -0.992
C21 -0.3168 2.3129 -3.4486  0.442
C22 0.4595 3.2392 -4.1317  -0.667
C23 1.0411 2.9202 -5.3516  -0.468
C24 0.8562 1.6652 -5.9026  -0.462
C25 0.0600 0.7489 -5.2291  -0.481
C26 -0.5418 1.0657 -4.0191  -0.658
N4 -0.1169 -0.5816 -5.7835  1.095
O6 0.2938 -0.7926 -6.9149  -0.669
O7 -0.7253 -1.3979 -5.1241  -0.576
H26 0.5995 4.2112 -3.6770  0.492
H27 1.6493 3.6508 -5.8691  0.390
H28 1.3156 1.3758 -6.8359  0.481
H29 -1.2097 0.3527 -3.5499  1.468
Br1 -6.2656 -5.8115 0.3992  -0.229
C27 -4.5452 -5.0696 0.0365  0.027
C28 -3.4264 -5.8605 0.2344  -0.369
C29 -2.1754 -5.3226 -0.0346  -0.732
C30 -2.0578 -4.0243 -0.5061  -0.262
C31 -3.1925 -3.2414 -0.6845  0.548
C32 -4.4489 -3.7632 -0.4033  -0.441
C33 -3.0546 -1.7908 -1.1355  0.217
O8 -3.7705 -0.9560 -0.5710  -0.726
O9 -2.1810 -1.5734 -2.0295  -0.952
H30 -3.5302 -6.8755 0.5921  0.394
H31 -1.2910 -5.9278 0.1205  0.400
H32 -1.0889 -3.6041 -0.7463  0.537
H33 -5.3257 -3.1422 -0.5248  0.511

Cartesian forces, eV/Å:
-0.81 0.54 1.87
-0.12 -0.01 0.10
0.07 -0.02 0.09
-0.10 0.03 -0.05
0.35 -0.09 -0.24
2.43 -0.85 -0.42
0.28 0.24 0.15
0.05 0.08 -0.11
-0.16 -0.02 -0.04
-0.10 -0.09 0.13
0.00 0.00 0.00
0.02 -0.02 -0.02
0.06 0.04 -0.03
0.03 -0.01 0.00
0.02 0.01 0.00
-0.01 -0.02 0.03
0.04 -0.01 -0.03
0.06 0.02 0.00
0.02 0.03 0.02
0.02 0.00 -0.01
-0.01 0.00 -0.04
0.04 0.02 -0.02
-0.03 -0.07 0.03
0.03 0.05 -0.01
0.03 0.01 0.01
-0.06 -0.06 0.02
0.11 0.03 -0.17
0.18 -0.11 0.06
-0.21 0.16 -0.02
0.09 -0.04 -0.02
-0.03 -0.04 -0.12
0.31 0.03 0.01
-0.11 -0.03 -0.05
-0.08 0.03 0.02
0.10 -0.03 -0.04
-0.07 0.11 -0.42
-0.08 0.15 0.16
0.02 -0.06 0.02
-0.04 -0.01 -0.03
0.03 0.01 0.00
0.01 0.02 -0.03
0.02 0.02 -0.02
0.00 0.00 0.00
-0.01 -0.03 0.00
-0.11 -0.02 0.03
-0.06 -0.10 0.11
-0.05 0.07 0.07
0.02 0.01 -0.02
-0.01 0.00 0.01
0.01 0.01 0.03
0.00 -0.01 -0.01
-0.01 0.00 0.02
0.05 -0.15 0.00
0.04 0.46 -0.11
-0.29 1.07 -0.11
-0.08 -0.04 0.14
0.05 0.02 -0.08
-0.06 0.08 0.13
-0.06 -0.29 -0.10
0.26 0.69 0.39
0.10 0.02 0.01
-0.64 -0.46 -0.56
0.24 0.08 0.12
0.16 0.04 0.16
-0.02 -0.01 0.00
0.03 -0.02 -0.01
0.00 0.01 -0.02
-0.06 0.04 -0.35
0.06 0.05 -0.02
-0.10 -0.07 0.04
0.03 -0.01 0.01
0.01 -0.01 0.01
-0.05 0.03 -0.11
0.14 0.13 -0.08
0.00 0.05 0.06
-0.69 -0.49 0.24
0.14 -0.01 -0.19
-1.42 -1.18 -0.60
-0.01 0.00 0.00
0.00 0.01 -0.01
0.01 -0.04 0.00
0.00 0.00 0.01

Values from the calculation:
highest occupied orbital energy: -4.439 eV
total charge: -1
orbital gap: 0.2314 hartree
relative energy (zero: lowest compared OMol25 entry of this formula, charge and spin): 30.87 kcal/mol

---

Record 2
# CHCl3O2S

CHCl3O2S as an isolated structure at a distorted geometry (the ωB97M-V functional and the def2-TZVPD basis, OMol25).

Each line ends with the Mulliken charge.
Geometry (Å):
C1 -0.0009 -0.5977 -0.4935  -0.094
O1 -2.0180 -0.5613 1.7650  -0.493
O2 -2.4492 -1.7302 -0.2697  -0.444
S1 -1.8966 -0.5883 0.3274  0.948
Cl1 0.3335 -2.2048 0.1050  -0.096
Cl2 -0.3421 -0.3338 -2.1702  -0.057
Cl3 -2.7465 1.0546 -0.3653  -0.135
H1 0.7204 -0.0463 0.0727  0.371

Cartesian forces, eV/Å:
-2.75 -0.92 1.60
0.99 0.80 -0.83
-0.98 -1.05 -1.65
1.35 -0.12 2.19
0.76 -0.77 -0.69
0.87 -0.11 0.31
-0.26 0.80 -0.44
0.03 1.37 -0.47

Values from the calculation:
highest occupied orbital energy: -10.976 eV
total charge: 0
orbital gap: 0.3888 hartree
relative energy (zero: lowest compared OMol25 entry of this formula, charge and spin): 17.22 kcal/mol

---

Record 3
# C18H16N2O3

The molecule C18H16N2O3 at a distorted geometry (the ωB97M-V functional and the def2-TZVPD basis, OMol25).

Each line ends with the Mulliken charge.
Geometry (Å):
O1 1.6854 0.3567 -3.4875  -0.639
C1 1.9059 0.4650 -2.2957  0.554
N1 1.2841 -0.3524 -1.3589  0.426
N2 1.4823 -0.2993 -0.0354  -0.632
C2 2.2940 0.5809 0.4584  0.647
C3 2.9875 1.5192 -0.3712  -0.511
C4 2.8003 1.4481 -1.7034  -0.609
H1 3.2869 2.1198 -2.3935  0.422
H2 3.6341 2.2442 0.0969  0.467
O2 2.5395 0.6582 1.7740  -0.387
C5 1.9855 -0.2952 2.6582  -0.745
H3 2.3985 -1.2890 2.4453  0.386
H4 2.3190 0.0439 3.6412  0.379
C6 0.4569 -0.3953 2.6246  -0.447
O3 -0.0749 0.9095 2.6229  -0.369
C7 -1.3774 1.0769 2.2554  0.641
C8 -2.2975 0.0454 2.1024  -0.321
C9 -3.5967 0.3357 1.7166  -0.471
C10 -3.9933 1.6394 1.4879  -0.616
C11 -3.0790 2.6686 1.6533  -0.400
C12 -1.7817 2.3933 2.0318  -0.527
H5 -1.0554 3.1802 2.1615  0.422
H6 -3.3787 3.6916 1.4814  0.374
H7 -5.0069 1.8549 1.1866  0.386
H8 -4.3029 -0.4733 1.5992  0.400
H9 -2.0202 -0.9807 2.2894  0.394
H10 0.1279 -0.9527 3.5136  0.443
H11 0.1516 -0.9354 1.7225  0.310
C13 0.2806 -1.2739 -1.7575  0.126
C14 -0.9264 -1.2856 -1.0687  -0.057
C15 -1.9165 -2.1775 -1.4343  -0.793
C16 -1.7096 -3.0508 -2.4894  -0.493
C17 -0.5085 -3.0293 -3.1785  -0.702
C18 0.4932 -2.1463 -2.8161  -0.197
H12 1.4276 -2.1254 -3.3525  0.398
H13 -0.3468 -3.7068 -4.0033  0.363
H14 -2.4860 -3.7434 -2.7779  0.393
H15 -2.8548 -2.1805 -0.8997  0.416
H16 -1.0885 -0.5831 -0.2650  0.567

Cartesian forces, eV/Å:
0.09 0.13 -0.20
-0.11 -0.09 0.10
0.30 0.29 -0.40
0.56 0.31 1.21
-0.51 -0.52 -0.78
-0.07 -0.04 -0.34
0.12 0.10 0.43
0.03 0.04 -0.04
0.09 0.10 0.00
0.14 0.30 -0.15
-0.51 -0.22 0.28
-0.04 0.08 0.05
-0.02 -0.11 -0.11
0.18 -0.34 -0.12
-0.05 0.20 0.01
-0.12 0.11 -0.05
0.30 -0.12 0.13
-0.10 0.09 -0.04
-0.17 -0.06 -0.04
0.06 0.00 0.01
0.17 -0.11 0.06
0.09 0.10 0.01
-0.01 0.09 -0.01
-0.09 0.01 -0.03
-0.06 -0.06 0.00
0.07 -0.07 0.01
0.06 0.04 -0.07
-0.02 0.09 0.28
-0.46 -0.39 -0.21
0.19 0.12 -0.06
-0.02 -0.04 0.00
-0.07 -0.04 -0.02
-0.01 -0.04 0.02
0.07 0.09 0.10
0.06 0.03 -0.04
0.02 -0.05 -0.07
-0.06 -0.06 -0.03
-0.09 0.01 0.05
-0.01 0.05 0.06

Values from the calculation:
SMILES: O=c1ccc(OCCOc2ccccc2)nn1-c1ccccc1
highest occupied orbital energy: -8.389 eV
total charge: 0
orbital gap: 0.3129 hartree
relative energy (zero: lowest compared OMol25 entry of this formula, charge and spin): 68.89 kcal/mol

---

Record 4
# C2H6O2

The molecule C2H6O2 at a distorted geometry (the ωB97M-V functional and the def2-TZVPD basis, OMol25).

Each line ends with the Mulliken charge.
Geometry (Å):
C1 -0.6250 0.3701 -0.3903  -0.480
C2 0.7704 0.3496 0.2354  -0.261
H1 -1.5632 -0.7283 0.9447  0.319
H2 -0.5091 0.2563 -1.4620  0.269
H3 -1.1348 1.2922 -0.1801  0.318
H4 0.6878 0.3603 1.3481  0.239
H5 1.4120 1.1880 -0.0406  0.293
H6 0.8332 -1.5138 -0.2365  0.339
O1 -1.3475 -0.7882 0.0099  -0.527
O2 1.4763 -0.7862 -0.2287  -0.510

Cartesian forces, eV/Å:
0.98 -0.41 0.07
0.06 -0.10 0.20
0.00 0.07 0.08
-0.03 0.16 -0.23
-0.45 0.46 0.21
-0.01 -0.11 -0.47
-0.40 0.26 -0.08
0.27 0.11 0.03
-0.11 -0.01 -0.01
-0.31 -0.43 0.20

Values from the calculation:
SMILES: OCCO
highest occupied orbital energy: -10.212 eV
total charge: 0
orbital gap: 0.4073 hartree
relative energy (zero: lowest compared OMol25 entry of this formula, charge and spin): 13.29 kcal/mol

---

Record 5
# C9H21ClN3O3Zr

C9H21ClN3O3Zr as an isolated structure at a distorted geometry (the ωB97M-V functional and the def2-TZVPD basis, OMol25).

Each line ends with the Mulliken charge.
Geometry (Å):
Zr1 0.6487 4.3861 -2.4556  1.757
Cl1 0.4039 0.2816 -1.9152  -0.391
C1 3.1356 -5.3123 1.5516  -1.112
C2 1.7280 -5.1218 2.0824  0.792
O1 1.2153 -5.9493 2.8799  -0.401
N1 1.1212 -4.0164 1.7929  -0.051
C3 -0.1701 -3.6806 2.2375  -0.812
H1 3.7536 -4.4202 1.6532  0.365
H2 3.1630 -5.5701 0.4929  0.338
H3 3.6286 -6.1038 2.1160  0.319
H4 1.6226 -3.3310 1.2461  0.297
H5 -0.2000 -2.8482 2.9405  0.337
H6 -0.8323 -4.5418 2.3268  0.338
H7 -0.6110 -3.1946 1.3671  0.382
C4 4.6583 2.1068 2.9101  -0.986
C5 3.2955 2.7343 3.1040  0.776
O2 2.6183 3.1452 2.0779  -0.576
N2 2.8126 2.6085 4.3105  -0.132
C6 1.4786 2.9430 4.7365  -0.844
H8 4.3428 1.1986 2.3967  0.268
H9 5.1533 1.7965 3.8303  0.309
H10 5.4109 2.6188 2.3104  0.326
H11 3.3823 2.1034 4.9741  0.269
H12 1.2209 3.9619 4.4476  0.301
H13 1.5259 2.9167 5.8252  0.358
H14 0.7207 2.2171 4.4419  0.290
C7 -4.0946 2.4850 -6.9881  -1.002
C8 -4.0471 2.0554 -5.4968  0.680
O3 -3.2906 2.5199 -4.6710  -0.542
N3 -4.9513 1.0993 -5.1030  -0.097
C9 -5.1234 0.7016 -3.7466  -0.804
H15 -5.0825 2.9033 -7.1811  0.342
H16 -3.8616 1.7438 -7.7527  0.353
H17 -3.3698 3.2958 -6.9148  0.267
H18 -5.5760 0.6234 -5.7383  0.300
H19 -4.2860 0.5089 -3.0759  0.297
H20 -5.7391 -0.1928 -3.8417  0.341
H21 -5.8050 1.3282 -3.1714  0.347

Cartesian forces, eV/Å:
-0.09 -1.36 0.16
0.04 1.41 -0.11
0.16 -0.31 -0.03
2.37 -3.87 1.84
0.22 1.13 -1.28
-0.97 2.49 -0.07
-1.43 0.13 -1.82
-0.22 0.25 0.17
-0.26 -0.15 -0.01
-0.21 0.00 -0.09
0.10 0.05 -0.16
0.13 -0.30 0.72
0.45 0.05 1.08
-0.34 0.44 -0.40
-0.05 -0.52 -0.18
-0.25 0.63 -3.73
1.50 -0.69 2.89
-0.69 -0.07 0.84
-0.09 0.27 0.96
0.51 -0.24 -0.26
-0.22 0.18 0.16
-0.56 0.29 -0.11
0.08 0.20 -0.01
-0.08 -0.19 -0.27
-0.23 0.09 -0.01
0.06 0.08 -0.33
0.22 0.56 1.86
-0.63 -0.84 -1.82
0.40 0.39 0.38
0.52 0.16 0.88
-1.38 -1.27 0.18
0.00 0.01 -0.11
0.14 -0.11 0.38
-0.03 0.02 -0.93
0.13 0.38 -0.47
0.55 0.26 -0.67
0.23 -0.36 0.39
-0.07 0.80 -0.02

Values from the calculation:
highest occupied orbital energy: -16.300 eV
total charge: +3
orbital gap: 0.0568 hartree
relative energy (zero: lowest compared OMol25 entry of this formula, charge and spin): 301.15 kcal/mol